[1]
# C4H11NOS

C4H11NOS in the gas phase in a non-equilibrium geometry (ωB97M-V with the def2-TZVPD basis set, OMol25).

Properties
ΔE to the lowest compared entry with this formula, charge and spin (kJ/mol): 322.4
HOMO level (eV): -8.463
SMILES: CCCN(C)SO
HOMO-LUMO gap (eV): 9.16

Structure (XYZ):
```
18
Properties=species:S:1:pos:R:3:forces:R:3
C 2.2892 1.3665 0.0508 0.657 0.188 -2.270
C -0.9716 -1.8809 0.4359 0.303 -1.035 -1.510
C 1.2227 0.4420 0.4670 -1.898 -2.754 2.390
C 0.1199 0.0950 -0.5583 2.603 1.483 -3.080
N -1.0771 -0.5376 -0.1613 -1.670 -0.463 1.179
O -3.2296 0.7541 -0.7312 -0.804 1.365 -1.516
S -2.2630 0.4542 0.5293 0.375 -1.234 -0.207
H 2.9340 1.1147 -0.8859 -1.838 0.423 1.027
H 1.7868 2.3091 0.0592 0.355 1.182 -0.878
H 3.0555 1.4213 0.7558 1.048 0.104 1.656
H -0.4303 -1.6990 1.4165 -0.842 -1.376 -0.887
H -2.0030 -2.4422 0.4244 1.959 1.447 0.674
H -0.3567 -2.5188 -0.3431 -0.678 1.133 1.824
H 0.5402 0.9267 1.3147 1.956 -1.037 -1.011
H 1.7545 -0.5426 0.7973 -1.346 1.462 -0.023
H -0.2267 1.1221 -0.9848 0.814 -1.808 0.170
H 0.7102 -0.5562 -1.3798 -1.678 1.393 1.248
H -3.8550 0.1715 -1.2066 0.683 -0.474 1.216
```
Positions in Å, forces in eV/Å.

Results of the natural (NBO) charge analysis, in e, for atoms 1 through 2: C -0.62; C -0.44

***

[2]
# CHCl3S

2 unconnected molecules or ions with the total composition CHCl3S in a non-equilibrium geometry (ωB97M-V with the def2-TZVPD basis set, OMol25).

Properties
ΔE to the lowest compared entry with this formula, charge and spin (kJ/mol): 122.7
HOMO level (eV): -9.623
HOMO-LUMO gap (eV): 9.29

Structure (XYZ):
```
6
Properties=species:S:1:pos:R:3:forces:R:3
C -0.3995 1.1636 0.2238 2.021 -4.393 1.463
S -2.0814 1.2599 -0.4679 0.672 0.103 0.470
Cl -0.0547 1.8098 1.9033 -0.813 -0.367 -0.619
Cl 0.5910 2.0235 -0.8468 1.050 1.191 -1.280
Cl -2.7802 -0.5884 -0.1913 -0.163 -0.409 0.259
H 0.2415 -0.1413 0.2926 -2.767 3.875 -0.293
```
Positions in Å, forces in eV/Å.

Results of the natural (NBO) charge analysis, in e, for atoms 1 through 2: C -0.50; S 0.33

***

[3]
# C4H9NOS2

2 unconnected molecules or ions with the total composition C4H9NOS2 in a non-equilibrium geometry (ωB97M-V with the def2-TZVPD basis set, OMol25).

Properties
ΔE to the lowest compared entry with this formula, charge and spin (kJ/mol): 598.4
HOMO level (eV): -8.827
HOMO-LUMO gap (eV): 8.68

Structure (XYZ):
```
17
Properties=species:S:1:pos:R:3:forces:R:3
C 1.5841 -0.0270 1.6196 -4.267 0.648 -0.588
C 0.8104 1.2355 0.9489 2.568 -0.148 1.045
C 0.1732 1.1359 -0.3545 -2.633 0.522 -4.914
C -0.1719 -1.1885 -1.2607 -1.978 0.413 2.035
H 2.2266 0.2713 2.5077 -0.139 -0.732 -1.938
H 1.6265 -0.7154 0.7500 2.163 0.192 0.756
H 0.6838 -0.5358 2.0588 0.763 0.341 0.507
H 1.5940 1.8970 0.5879 0.727 0.877 0.885
H -1.4424 1.6702 1.2374 4.563 -0.185 1.988
H 0.6969 1.2163 -1.3762 0.321 -0.196 2.062
H -0.4968 2.1348 -0.4129 1.061 -2.405 0.088
H -1.2078 -0.9850 1.5158 -0.335 0.594 0.025
H -0.6605 -2.1478 -1.1822 -1.272 0.307 0.494
N -0.6638 -0.0757 -0.6033 -1.354 0.233 1.596
O -0.0573 1.8468 1.8221 -4.228 0.313 -0.339
S -1.9426 -0.1992 0.6789 1.074 -0.974 -1.801
S 1.1745 -1.2998 -2.0389 2.965 0.200 -1.901
```
Positions in Å, forces in eV/Å.

Results of the natural (NBO) charge analysis, in e, for atoms 1 through 2: C -0.67; C 0.04

***

[4]
# C42H42BF4GeN7ReS

A molecular structure, C42H42BF4GeN7ReS in a non-equilibrium geometry (ωB97M-V with the def2-TZVPD basis set, OMol25).

Properties
Net charge: +3
ΔE to the lowest compared entry with this formula, charge and spin (kJ/mol): 88.1
HOMO level (eV): -15.366
HOMO-LUMO gap (eV): 4.63

Structure (XYZ):
```
99
Properties=species:S:1:pos:R:3:forces:R:3
Re 0.0166 -0.4086 -0.2139 1.160 -2.365 2.801
C -2.6977 1.0919 2.9008 -0.199 0.037 0.126
C -1.6541 0.4631 2.2424 0.009 -0.010 -0.684
N -1.5684 0.4429 0.8960 -0.023 0.263 -0.153
C -2.5226 1.1205 0.1530 0.454 -0.248 0.628
C -3.6067 1.7464 0.7546 -0.204 0.097 0.259
C -3.6790 1.7171 2.1666 -0.115 0.070 -0.048
C -4.5642 2.4369 -0.0632 -0.102 0.063 0.262
C -4.3550 2.5787 -1.3872 0.007 0.098 -0.240
C -3.1810 2.0269 -2.0020 -0.201 0.165 -0.175
C -2.8225 2.2773 -3.3441 -0.080 0.048 -0.099
C -1.6579 1.7548 -3.8450 -0.101 0.031 -0.087
C -0.8793 0.9219 -3.0403 -0.330 -0.206 0.726
N -1.1990 0.6407 -1.7687 -0.401 0.687 -0.989
C -2.3165 1.2463 -1.2449 0.702 -0.268 -0.312
H -2.7216 1.0827 3.9849 0.009 0.005 -0.137
H -0.8669 -0.0265 2.7961 0.010 -0.080 -0.017
H -4.5026 2.2238 2.6647 0.106 -0.096 -0.058
H -5.4403 2.8711 0.4115 0.154 -0.052 -0.056
H -5.0539 3.1347 -2.0056 0.098 -0.064 0.086
H -3.4599 2.9028 -3.9634 0.070 -0.070 0.085
H -1.3351 1.9642 -4.8571 -0.047 -0.034 0.062
H 0.0180 0.4684 -3.4347 0.054 -0.040 0.045
C 0.7234 -6.0449 0.0811 -0.132 0.112 0.091
C 1.6489 -4.8965 -0.2230 0.004 0.024 0.054
N 0.9029 -3.6358 -0.0799 0.024 -0.171 -0.284
C -0.3649 -3.4703 -0.4057 -0.604 -0.188 0.381
N -0.9013 -2.1602 -0.4709 0.379 0.802 -0.361
C -2.2737 -2.0540 -1.0497 0.125 -0.364 -0.140
C -3.1521 -3.1741 -0.5462 0.160 -0.041 0.247
C -2.5583 -4.4863 -0.9799 0.228 0.013 0.042
N -1.1087 -4.5365 -0.6756 -0.357 -0.031 -0.247
C -0.5107 -5.8967 -0.7823 -0.075 0.044 0.096
H 0.4551 -6.0356 1.1402 -0.010 -0.030 -0.025
H 1.2060 -6.9955 -0.1393 -0.002 0.003 0.011
H 2.0341 -4.9740 -1.2391 0.002 0.097 -0.128
H 2.4922 -4.8615 0.4611 -0.086 0.087 -0.101
H 1.4202 -2.8192 0.1548 0.430 0.444 -0.014
H -2.2182 -2.0774 -2.1391 0.074 -0.014 -0.106
H -2.7027 -1.1077 -0.7571 0.042 0.054 0.050
H -4.1554 -3.0681 -0.9554 -0.018 0.013 0.021
H -3.2198 -3.1266 0.5458 -0.051 -0.002 -0.071
H -2.7036 -4.6447 -2.0498 0.067 -0.046 -0.045
H -3.0259 -5.3124 -0.4520 0.016 -0.107 0.018
H -0.2824 -6.0980 -1.8305 -0.021 0.081 -0.045
H -1.2741 -6.6054 -0.4736 -0.114 0.036 -0.003
F 0.7453 1.5310 -0.2614 -0.096 -0.370 0.072
B 1.2754 2.4237 0.9663 0.447 0.358 0.788
F 1.7754 3.5303 0.3819 -0.372 -0.616 0.244
F 2.2670 1.5772 1.5370 -0.727 0.374 -0.718
F 0.1558 2.5541 1.7689 0.800 -0.139 -0.551
C 4.2189 -1.4814 -3.7070 0.021 0.252 0.189
N 4.2996 -0.7363 -2.4326 0.163 -0.347 -0.539
C 5.4560 -0.1631 -1.9198 0.039 -0.224 -0.336
C 5.1192 0.4431 -0.7669 -0.175 0.195 0.294
N 3.7641 0.2255 -0.5936 -0.327 0.536 0.814
C 3.2750 -0.4829 -1.6103 0.143 -0.044 0.127
S 1.6422 -0.9970 -1.9491 -0.192 0.404 0.262
H 5.1939 -1.8970 -3.9318 0.090 -0.022 0.066
H 3.9231 -0.8175 -4.5151 -0.017 0.102 0.026
H 3.4968 -2.2859 -3.6218 -0.021 -0.062 0.099
H 6.4148 -0.2374 -2.4198 -0.295 -0.008 0.054
H 5.7100 1.0235 -0.0688 -0.184 -0.152 -0.133
H 3.2138 0.5997 0.1950 0.213 -0.043 -0.396
C 0.9430 -0.9460 1.2384 -0.746 1.292 -2.446
Ge 1.9230 -1.5118 2.8702 0.469 -0.175 1.395
C 3.1851 -2.8529 2.2586 -0.123 -0.094 -0.274
C 4.3034 -2.5047 1.4908 -0.077 -0.201 -0.022
C 5.2381 -3.4749 1.1415 -0.017 0.038 -0.039
C 5.0648 -4.7912 1.5637 -0.048 0.029 0.060
C 3.9500 -5.1439 2.3193 0.091 0.044 0.146
C 3.0081 -4.1776 2.6695 0.235 0.022 -0.004
C 0.5675 -2.3397 3.9842 -0.394 -0.046 -0.555
C -0.6653 -2.7901 3.4925 0.195 -0.075 0.188
C -1.5307 -3.4986 4.3177 -0.075 0.085 -0.169
C -1.1787 -3.7420 5.6376 0.132 0.015 0.129
C 0.0452 -3.2990 6.1298 0.018 0.055 -0.005
C 0.9194 -2.5937 5.3068 -0.167 -0.102 0.114
C 2.8386 -0.1914 3.9591 -0.206 0.128 -0.455
C 4.1505 -0.4620 4.3499 -0.074 0.450 0.084
C 4.8019 0.4286 5.2052 -0.124 -0.101 -0.029
C 4.1433 1.5621 5.6671 -0.014 -0.126 -0.099
C 2.8371 1.8324 5.2636 -0.137 -0.134 -0.018
C 2.1732 0.9504 4.4198 0.451 0.021 0.105
H 4.4642 -1.4692 1.1964 0.018 -0.202 0.077
H 6.1134 -3.2032 0.5574 -0.094 -0.043 0.114
H 5.8155 -5.5367 1.3258 -0.091 0.038 -0.029
H 3.8184 -6.1709 2.6475 0.055 0.123 0.002
H 2.1510 -4.4552 3.2797 0.094 0.039 -0.084
H -0.9504 -2.5900 2.4598 0.017 -0.073 0.027
H -2.4779 -3.8657 3.9345 0.055 0.082 0.057
H -1.8633 -4.2710 6.2887 0.060 -0.031 -0.024
H 0.3242 -3.4988 7.1585 -0.062 0.023 -0.076
H 1.8690 -2.2420 5.7001 -0.077 -0.035 -0.001
H 4.6727 -1.3447 4.0009 -0.025 0.008 0.001
H 5.8237 0.2265 5.5044 -0.082 0.027 0.051
H 4.6448 2.2335 6.3513 0.020 0.036 -0.063
H 2.3313 2.7292 5.6062 0.080 -0.102 0.022
H 1.1589 1.1800 4.1105 0.025 -0.052 -0.009
```
Positions in Å, forces in eV/Å.

Results of the Löwdin charge analysis, in e, for atoms 1 through 2: Re 1.44; C 0.02

***

[5]
# C26H72F4N13O8P4S

5 unconnected molecules or ions with the total composition C26H72F4N13O8P4S in a non-equilibrium geometry (ωB97M-V with the def2-TZVPD basis set, OMol25).

Properties
Net charge: -1
HOMO level (eV): -5.342
HOMO-LUMO gap (eV): 5.78

Structure (XYZ):
```
128
Properties=species:S:1:pos:R:3:forces:R:3
O -0.4754 7.8950 -2.9825 -0.365 -0.944 2.401
C -0.7976 6.7193 -3.1757 0.479 1.921 -7.303
O -0.8555 6.2574 -4.3900 -0.355 -0.910 4.033
N -1.1818 5.7795 -2.0550 0.988 0.764 2.204
C -2.2984 6.2754 -1.2614 -1.725 0.906 -0.512
F -3.3110 6.5809 -2.1622 1.452 -0.457 1.154
F -2.8318 5.3134 -0.4335 1.237 1.625 -0.980
F -2.0453 7.4441 -0.5822 -0.388 -2.057 -0.397
S 0.1881 5.4135 -1.1085 1.509 -4.263 1.667
O 0.7192 4.1571 -1.6322 -0.306 2.594 -0.492
O -0.0876 5.2608 0.3095 -0.258 1.900 -1.691
F 1.3905 6.5104 -1.2600 -2.184 -1.063 -0.137
O -4.2090 4.8582 2.5367 -2.079 -3.044 -2.426
P -4.1128 3.6519 3.4651 4.253 5.176 5.305
N -4.9492 4.4605 4.7532 -1.142 0.230 0.453
C -4.7384 4.3460 6.1829 0.152 -0.464 0.211
C -6.3466 4.7841 4.4717 0.036 0.203 -0.496
N -2.4097 3.8110 3.6949 0.681 -0.164 -0.352
C -1.7680 4.0396 4.9736 -0.068 -0.712 0.277
C -1.6503 4.5123 2.6566 -0.381 0.035 -0.208
N -4.0389 2.1542 4.4057 -1.224 -1.384 -3.027
C -3.1508 1.1307 3.7965 0.595 -0.411 0.015
C -5.3545 1.4814 4.5163 -0.459 0.162 0.500
H -5.0560 3.3815 6.6005 0.011 -0.078 0.123
H -5.2963 5.1207 6.7181 -0.173 0.006 -0.304
H -3.7068 4.5178 6.4747 0.079 -0.203 -0.195
H -6.9977 3.9029 4.5438 -0.196 0.033 0.134
H -6.4631 5.1938 3.4663 0.180 -0.109 -0.006
H -6.7313 5.5455 5.1552 0.165 -0.077 0.099
H -1.9161 5.0682 5.3239 0.006 0.046 0.081
H -0.6887 3.8674 4.9021 -0.041 0.089 -0.225
H -2.1080 3.3333 5.7332 -0.204 0.121 -0.009
H -1.7505 5.6007 2.7481 0.019 -0.013 -0.140
H -1.9813 4.2141 1.6646 -0.033 0.181 0.112
H -0.5877 4.2640 2.7124 -0.084 -0.120 0.230
H -3.4623 0.8939 2.7724 0.031 -0.143 0.091
H -3.1632 0.2079 4.3836 -0.279 0.120 0.073
H -2.1087 1.4386 3.7675 -0.194 0.312 -0.009
H -5.8082 1.3219 3.5335 -0.030 -0.211 0.071
H -6.0570 2.0497 5.1255 0.113 0.245 -0.098
H -5.2571 0.5150 5.0162 0.229 0.057 -0.131
O -0.1970 -1.8798 -2.1054 1.034 2.723 3.170
P -0.5753 -0.5549 -2.7655 -2.238 -4.259 -6.697
N -2.2183 -1.0497 -3.0284 -1.083 -0.162 0.529
C -3.0941 -0.7306 -4.1391 0.018 0.523 -0.237
C -3.0002 -1.2590 -1.8113 0.332 -0.256 0.302
N 0.3539 -0.8634 -4.1909 0.827 -0.123 -0.307
C -0.1926 -0.9527 -5.5287 -0.090 0.741 -0.088
C 1.4697 -1.8016 -4.0785 -0.113 -0.063 0.343
N -0.9205 1.0541 -3.4095 1.737 0.766 3.024
C 0.3025 1.8688 -3.6357 0.571 0.281 -0.542
C -1.7414 1.8789 -2.4868 -0.787 0.058 0.057
H -3.4207 0.3167 -4.1569 -0.055 0.080 -0.084
H -4.0005 -1.3434 -4.1039 0.102 -0.041 0.331
H -2.6571 -0.9653 -5.1050 0.234 0.154 0.075
H -3.3128 -0.3121 -1.3532 -0.224 0.002 0.048
H -2.4269 -1.8097 -1.0625 0.148 0.087 -0.122
H -3.8972 -1.8540 -2.0038 0.047 0.070 -0.190
H -0.7443 -1.8888 -5.6806 -0.074 -0.040 -0.069
H 0.6066 -0.9152 -6.2776 0.123 -0.110 0.164
H -0.8304 -0.1001 -5.7664 -0.148 -0.103 0.169
H 1.1208 -2.8431 -4.0952 0.090 -0.045 0.074
H 2.0289 -1.6351 -3.1592 -0.100 -0.135 -0.038
H 2.1813 -1.6696 -4.8970 -0.161 0.175 -0.064
H 0.8831 1.9742 -2.7153 -0.086 0.224 -0.127
H 0.0389 2.8669 -3.9935 -0.264 -0.051 0.298
H 0.9550 1.4513 -4.3996 -0.218 -0.340 0.106
H -1.2960 1.9295 -1.4900 -0.004 0.256 -0.060
H -2.7569 1.4955 -2.3861 0.094 -0.280 -0.054
H -1.8542 2.8955 -2.8693 0.283 -0.096 -0.055
O -1.9757 -1.7172 5.9301 2.173 0.606 3.773
P -1.5468 -3.1570 6.1964 -4.087 -2.002 -7.350
N -0.7595 -3.3058 4.6623 0.996 0.203 -0.376
C -0.6626 -4.4696 3.8006 0.043 -0.532 0.173
C 0.4118 -2.4453 4.4847 -0.129 0.526 0.153
N -3.1540 -3.7827 6.0750 -0.780 -0.063 0.578
C -3.5877 -4.7674 5.1024 0.254 -0.607 0.272
C -4.2557 -2.8559 6.3255 0.254 0.333 0.054
N -1.0154 -4.7785 6.6681 0.874 1.687 3.059
C -1.6700 -5.2674 7.9084 -0.467 -0.399 0.245
C 0.4354 -4.8412 6.9673 0.511 -0.080 -0.512
H -0.0102 -5.2586 4.1961 0.037 -0.122 -0.021
H -0.2630 -4.1913 2.8215 0.093 0.283 0.205
H -1.6278 -4.9109 3.5730 -0.043 -0.003 0.265
H 1.2897 -2.8272 5.0210 0.175 -0.018 -0.131
H 0.2203 -1.4348 4.8511 -0.126 -0.118 0.088
H 0.6792 -2.3392 3.4311 -0.133 -0.172 0.023
H -3.6752 -4.3354 4.0991 0.015 -0.043 -0.073
H -4.5679 -5.1747 5.3732 -0.027 0.221 0.087
H -2.9278 -5.6356 5.0790 0.158 0.168 -0.101
H -4.4501 -2.2190 5.4528 -0.056 0.080 0.076
H -4.0431 -2.2181 7.1828 0.044 0.074 -0.180
H -5.1767 -3.3956 6.5639 0.133 -0.240 -0.099
H -1.4995 -4.5818 8.7465 0.043 -0.191 0.057
H -1.2837 -6.2526 8.1835 0.272 0.144 -0.133
H -2.7434 -5.3981 7.7940 0.084 0.265 -0.236
H 0.7262 -4.0881 7.7054 0.098 -0.173 0.097
H 1.0450 -4.6955 6.0765 -0.207 0.180 -0.099
H 0.7130 -5.8267 7.3472 -0.246 0.060 0.058
O 4.8646 -1.8976 -4.6298 -2.618 -0.232 -3.539
P 5.8912 -1.7597 -5.7487 5.831 0.579 6.252
N 6.7975 -3.1380 -5.2156 0.043 -1.183 -0.149
C 8.2314 -3.3508 -5.2545 0.306 0.205 -0.406
C 6.0924 -4.4155 -5.3198 -0.508 0.102 0.202
N 6.5932 -0.3265 -5.0887 -0.168 0.876 -0.009
C 7.9759 -0.1982 -4.6727 0.321 0.080 -0.654
C 5.7588 0.4813 -4.1985 -0.354 -0.243 0.025
N 6.9514 -1.5616 -7.1527 -3.082 0.268 -1.723
C 6.7304 -0.2805 -7.8714 0.214 0.623 -0.102
C 6.7374 -2.6049 -8.1839 0.301 -0.634 0.031
H 8.6286 -3.4988 -6.2672 0.123 -0.012 -0.066
H 8.5050 -4.2380 -4.6756 -0.346 -0.061 -0.051
H 8.7923 -2.5489 -4.7848 -0.141 0.178 -0.167
H 6.0562 -4.7845 -6.3529 0.070 -0.221 -0.018
H 5.0623 -4.3291 -4.9684 0.058 0.190 -0.050
H 6.5591 -5.1865 -4.7018 0.147 0.152 -0.024
H 8.1681 -0.7301 -3.7336 0.074 -0.035 0.033
H 8.2377 0.8536 -4.5158 -0.230 0.004 0.069
H 8.6676 -0.5401 -5.4442 -0.088 -0.221 0.059
H 5.7158 0.0516 -3.1901 -0.114 0.060 -0.003
H 4.7440 0.5673 -4.5847 0.039 -0.133 0.141
H 6.1444 1.5011 -4.1169 0.235 -0.104 -0.141
H 5.6890 -0.1805 -8.1976 0.128 0.045 -0.147
H 7.3762 -0.2181 -8.7516 -0.065 -0.333 0.011
H 6.9783 0.5888 -7.2673 -0.107 -0.254 0.242
H 5.6853 -2.6712 -8.4760 0.085 0.009 -0.208
H 7.0575 -3.5895 -7.8449 -0.081 0.072 0.266
H 7.3341 -2.4002 -9.0755 -0.068 0.217 0.122
```
Positions in Å, forces in eV/Å.

Results of the Löwdin charge analysis, in e, for atoms 1 through 2: O 0.00; C -0.71

***

[6]
# CH2Cl2O2P2

A molecular structure, CH2Cl2O2P2 in a non-equilibrium geometry (ωB97M-V with the def2-TZVPD basis set, OMol25).

Properties
ΔE to the lowest compared entry with this formula, charge and spin (kJ/mol): 20.7
HOMO level (eV): -9.540
HOMO-LUMO gap (eV): 9.50

Structure (XYZ):
```
9
Properties=species:S:1:pos:R:3:forces:R:3
C -0.2201 0.2039 -0.0817 -0.457 0.348 -0.920
O -2.2349 1.7620 -0.8899 0.689 -0.957 0.218
O 0.4640 2.9096 0.2811 0.420 1.293 1.480
P 0.1119 2.0705 -0.8333 -0.290 -1.403 -0.859
P -1.9681 0.4414 -0.2184 -0.040 1.167 0.720
Cl -2.6605 0.5313 1.6871 -0.086 -0.398 -0.483
Cl -2.8794 -1.0284 -1.2231 -0.117 -0.152 0.284
H 0.2229 -0.2658 0.8114 -0.351 0.615 -0.319
H 0.0502 -0.3361 -0.9828 0.232 -0.513 -0.121
```
Positions in Å, forces in eV/Å.

Results of the natural (NBO) charge analysis, in e, for atoms 1 through 2: C -1.20; O -1.06

***

Result set for energy: -18696.577; -49453.877; -29496.281; -135678.459; -122734.477; -48788.738 eV, one per record in the order listed.